No. 1
Entry from the OMol25 dataset: a gas-phase ion, C3H7N2S (charge +1) at a distorted geometry (ωB97M-V/def2-TZVPD).

Structure (ORCA input):
```
! RIJCOSX wB97M-V def2-TZVPD def2/J DEFGRID3
* xyz 1 1
S -0.755 2.583 0.344
N -0.695 -1.243 -0.404
N -0.301 0.829 0.248
C -1.184 -0.075 -0.102
C 0.755 -1.214 -0.258
C 1.022 0.223 -0.045
H 1.718 0.578 0.786
H 1.575 0.732 -0.847
H -1.311 -2.025 -0.351
H -2.295 0.162 -0.253
H 0.908 -1.919 0.466
H -0.746 2.795 1.672
H 1.310 -1.424 -1.254
*
```

Computed properties:
HOMO-LUMO gap, eV: 10.689
Total energy, eV: -17032.005
Max |F|, eV/A: 5.2
HOMO, eV: -14.459
LUMO level, eV: -3.770
Structure (SMILES): SN1C=[NH+]CC1

=====

No. 2
Entry from the OMol25 dataset: a molecular structure, C4H7InO3 at a distorted geometry (ωB97M-V/def2-TZVPD).

Structure (ORCA input):
```
! RIJCOSX wB97M-V def2-TZVPD def2/J DEFGRID3
* xyz 1 2
In -0.553 -2.313 -0.780
O 1.593 1.006 0.517
O -0.470 0.527 0.851
O 0.822 -0.942 -0.269
C 0.665 0.107 0.346
C -2.617 0.083 -0.119
C -1.618 -0.302 0.754
C 2.839 0.826 -0.166
H -3.617 -0.299 0.097
H 3.462 1.671 0.138
H 3.299 -0.121 0.137
H -2.563 1.075 -0.578
H -2.154 -1.207 -1.300
H 2.675 0.838 -1.250
H -1.764 -0.948 1.621
*
```

Computed properties:
HOMO-LUMO gap (spin up / spin down), eV: 8.435 / 7.424
Total energy, eV: -15567.299
Max |F|, eV/A: 3.6
HOMO (spin up / spin down), eV: -12.770 / -13.353
Expectation value of S²: 0.8014
LUMO level (spin up / spin down), eV: -4.334 / -5.929

=====

No. 3
Entry from the OMol25 dataset: 7 unconnected molecules or ions with the total composition C14H42O14 at a distorted geometry (ωB97M-V/def2-TZVPD).

Structure (ORCA input):
```
! RIJCOSX wB97M-V def2-TZVPD def2/J DEFGRID3
* xyz 0 1
O 2.026 0.319 0.661
O 0.053 -2.019 -1.524
O -2.451 1.253 -0.364
O -1.736 -4.437 -1.372
O 2.873 4.216 1.510
O -4.880 1.833 -0.620
O 1.352 3.311 3.977
O -0.942 -5.047 1.593
O -1.142 0.867 2.283
O -1.581 -0.181 -2.880
O 0.428 2.753 0.954
O 1.622 -3.659 -0.226
O 1.403 0.805 3.275
O -0.883 -0.282 -5.681
C 0.822 2.228 -0.292
C 2.266 -2.745 -1.009
C 2.715 3.755 3.864
C -2.645 2.638 -0.469
C -0.352 0.291 -3.478
C 2.106 1.476 -0.165
C 0.010 -0.532 -4.648
C -1.488 -5.983 0.621
C -0.615 -0.313 2.957
C 0.370 0.216 3.967
C 3.419 3.522 2.577
C 1.229 -2.446 -2.176
C -4.034 2.917 -1.116
C -1.156 -5.635 -0.809
H -2.614 -5.944 0.633
H 2.871 2.113 0.238
H -5.567 1.650 -1.317
H -1.138 -3.692 -1.437
H 0.064 1.568 -0.729
H -1.989 0.362 -2.237
H 2.737 4.869 4.100
H 3.112 3.229 4.690
H 2.003 3.799 1.347
H 3.309 2.479 2.290
H 1.593 -1.608 -2.797
H 1.012 -3.386 -2.760
H -4.026 2.766 -2.157
H 4.382 3.967 2.649
H 0.021 1.965 1.399
H 1.025 -0.270 -4.976
H -0.069 -1.577 -4.404
H -1.428 0.581 1.421
H 2.566 -1.823 -0.545
H -0.105 -0.953 2.255
H -2.727 3.194 0.507
H -1.750 2.970 -0.968
H -1.655 -6.542 -1.226
H -1.254 -4.176 1.334
H 0.778 -0.627 4.617
H 3.121 -3.253 -1.451
H -1.169 -6.998 0.881
H -0.075 0.863 4.712
H -0.433 -1.437 -2.093
H 2.011 0.611 1.601
H -4.491 3.768 -0.729
H 0.546 0.203 -2.827
H 0.897 3.776 3.278
H 0.719 -3.350 0.028
H -0.434 1.310 -3.940
H -3.344 0.903 -0.190
H 2.467 1.163 -1.141
H -0.125 -5.727 -1.000
H -0.554 0.319 -6.319
H 1.473 1.740 3.631
H 0.882 3.037 -1.120
H -1.430 -0.963 3.342
*
```

Computed properties:
HOMO-LUMO gap, eV: 9.901
Total energy, eV: -43859.607
Max |F|, eV/A: 3.4
HOMO, eV: -9.570
LUMO level, eV: 0.331
Structure (SMILES): OCCO.OCCO.OCCO.OCCO.OCCO.OCCO.OCCO

=====

- max |F| of number 1 (C3H7N2S)?
  5.2 eV/A

=====

Copy entry 3 word for word.
Entry from the OMol25 dataset: 7 unconnected molecules or ions with the total composition C14H42O14 at a distorted geometry (ωB97M-V/def2-TZVPD).

Structure (ORCA input):
```
! RIJCOSX wB97M-V def2-TZVPD def2/J DEFGRID3
* xyz 0 1
O 2.026 0.319 0.661
O 0.053 -2.019 -1.524
O -2.451 1.253 -0.364
O -1.736 -4.437 -1.372
O 2.873 4.216 1.510
O -4.880 1.833 -0.620
O 1.352 3.311 3.977
O -0.942 -5.047 1.593
O -1.142 0.867 2.283
O -1.581 -0.181 -2.880
O 0.428 2.753 0.954
O 1.622 -3.659 -0.226
O 1.403 0.805 3.275
O -0.883 -0.282 -5.681
C 0.822 2.228 -0.292
C 2.266 -2.745 -1.009
C 2.715 3.755 3.864
C -2.645 2.638 -0.469
C -0.352 0.291 -3.478
C 2.106 1.476 -0.165
C 0.010 -0.532 -4.648
C -1.488 -5.983 0.621
C -0.615 -0.313 2.957
C 0.370 0.216 3.967
C 3.419 3.522 2.577
C 1.229 -2.446 -2.176
C -4.034 2.917 -1.116
C -1.156 -5.635 -0.809
H -2.614 -5.944 0.633
H 2.871 2.113 0.238
H -5.567 1.650 -1.317
H -1.138 -3.692 -1.437
H 0.064 1.568 -0.729
H -1.989 0.362 -2.237
H 2.737 4.869 4.100
H 3.112 3.229 4.690
H 2.003 3.799 1.347
H 3.309 2.479 2.290
H 1.593 -1.608 -2.797
H 1.012 -3.386 -2.760
H -4.026 2.766 -2.157
H 4.382 3.967 2.649
H 0.021 1.965 1.399
H 1.025 -0.270 -4.976
H -0.069 -1.577 -4.404
H -1.428 0.581 1.421
H 2.566 -1.823 -0.545
H -0.105 -0.953 2.255
H -2.727 3.194 0.507
H -1.750 2.970 -0.968
H -1.655 -6.542 -1.226
H -1.254 -4.176 1.334
H 0.778 -0.627 4.617
H 3.121 -3.253 -1.451
H -1.169 -6.998 0.881
H -0.075 0.863 4.712
H -0.433 -1.437 -2.093
H 2.011 0.611 1.601
H -4.491 3.768 -0.729
H 0.546 0.203 -2.827
H 0.897 3.776 3.278
H 0.719 -3.350 0.028
H -0.434 1.310 -3.940
H -3.344 0.903 -0.190
H 2.467 1.163 -1.141
H -0.125 -5.727 -1.000
H -0.554 0.319 -6.319
H 1.473 1.740 3.631
H 0.882 3.037 -1.120
H -1.430 -0.963 3.342
*
```

Computed properties:
HOMO-LUMO gap, eV: 9.901
Total energy, eV: -43859.607
Max |F|, eV/A: 3.4
HOMO, eV: -9.570
LUMO level, eV: 0.331
Structure (SMILES): OCCO.OCCO.OCCO.OCCO.OCCO.OCCO.OCCO

=====

- max |F| of number 3 (C14H42O14)?
  3.4 eV/A

=====

- The lowest max |F| belongs to which entry?
  C14H42O14